[1]
The following is a quantum chemistry calculation of a molecular structure, C28H24Cl3NO3Pb, from OMol25.

F_max: 0.93 eV/Å
E_LUMO: -0.04 eV
HOMO energy: -7.719 eV
energy relative to the best compared isomer or geometry (same formula, charge and spin): 0.000 eV
Kohn-Sham gap: 7.6783 eV

```
60
Properties=species:S:1:pos:R:3:forces:R:3:lowdin_charge:R:1
H -0.428800 -2.157200 8.078200 -0.031 -0.007 0.104 0.11
H -1.723600 -0.472000 -6.771300 -0.002 0.008 -0.105 0.11
C 0.112700 -2.427700 0.159300 0.185 -0.041 -0.050 -0.68
Pb 1.205700 -0.008000 -0.901000 -0.827 0.034 0.418 1.45
C -1.589300 -5.769700 0.669800 -0.064 -0.186 -0.070 -0.09
Cl -0.215900 -2.711500 -7.678400 -0.012 -0.227 -0.243 0.67
H 1.480400 -2.966600 -5.392000 0.085 -0.081 -0.053 0.11
H -0.779000 -4.731700 -1.024000 0.044 0.001 -0.042 0.12
O 0.200400 0.543800 -2.848700 0.210 0.068 0.778 -0.33
C -1.203800 -1.303200 6.278400 0.014 0.096 0.002 -0.08
Cl -1.927700 1.368100 -4.643000 -0.273 0.309 0.007 0.72
C -0.970700 -4.702600 0.040000 0.034 0.059 0.101 -0.02
C -1.532100 -4.583500 2.758000 0.127 0.146 -0.001 -0.02
H 0.885000 -4.034900 8.232400 0.010 -0.009 0.040 0.07
O 1.328700 -2.229600 0.373900 0.413 -0.016 0.037 -0.12
C 0.398400 -3.179800 4.962300 -0.036 0.139 -0.124 -0.17
C 0.240300 3.170400 0.228800 -0.001 0.032 0.006 -0.10
O -0.571900 -1.611700 -0.520200 -0.076 0.698 -0.598 -0.11
H -0.242600 -1.592300 2.297900 0.067 0.065 0.157 0.12
C 0.832500 -2.115300 -5.264900 -0.071 0.036 -0.088 -0.13
H 1.540000 -3.715800 3.234800 0.030 -0.030 0.002 0.09
C 0.915100 -1.330700 -4.131300 -0.452 0.276 -0.183 -0.54
C 1.126800 -4.140100 7.177200 0.052 0.034 -0.038 -0.05
C -0.582300 -3.596500 0.774500 -0.031 -0.013 0.250 -0.09
H -2.392400 -6.514500 2.515900 -0.018 -0.061 -0.007 0.10
C -0.432800 -2.314300 4.244000 -0.119 0.089 0.281 -0.23
H -1.824000 -0.584100 6.792300 -0.032 0.086 0.047 0.10
C -1.365500 1.389400 0.303400 -0.037 0.203 0.023 -0.12
C -1.878600 -5.700100 2.024500 0.053 -0.001 -0.120 -0.08
C -0.423000 -2.190000 6.998100 -0.008 -0.055 0.002 -0.05
H -1.794800 -4.512100 3.802700 0.014 0.001 0.119 0.12
H 1.443300 3.416700 1.982000 0.085 0.077 0.027 0.11
H -0.040500 2.190600 4.313700 -0.026 -0.010 0.080 0.09
H 2.231900 -4.263200 4.767800 0.064 -0.079 0.022 0.08
C 0.361400 -3.141900 6.358700 -0.117 0.044 0.048 -0.23
C 0.479600 1.519800 3.628400 0.016 0.055 0.014 -0.03
H -1.871900 -0.739500 4.317500 -0.082 0.057 -0.047 0.11
H 2.202400 -4.011900 7.062000 0.103 -0.044 0.000 0.08
H 1.546800 1.690200 3.756000 0.063 -0.010 0.022 0.08
H 0.824900 -5.080600 4.075600 0.055 -0.186 -0.027 0.09
H 0.253200 0.499400 3.926700 0.005 -0.020 0.012 0.05
C -0.764800 2.436000 -0.387800 -0.165 0.020 0.094 -0.14
C -0.865900 0.044800 -4.894700 0.299 -0.214 0.101 -0.60
C 0.656600 2.846400 1.508900 -0.009 0.005 -0.039 -0.06
Cl 2.071100 -1.722300 -2.887100 0.357 -0.504 -0.252 0.73
C -0.106500 -1.785200 -6.228300 0.045 0.178 0.324 -0.69
C -0.961700 1.092800 1.599900 0.056 -0.013 -0.064 -0.07
C 0.057100 1.808800 2.218100 0.092 -0.045 -0.022 -0.28
H 0.878200 -5.155300 6.867600 0.058 -0.068 0.017 0.09
H -1.844900 -6.651800 0.104700 -0.093 -0.074 -0.078 0.10
H -1.468500 0.307400 2.139500 -0.050 -0.162 0.082 0.10
C -0.848300 -3.527400 2.149900 -0.338 -0.405 -0.367 -0.21
C -0.966500 -0.710800 -6.041300 0.089 -0.128 0.081 -0.13
H 0.680600 4.013000 -0.282600 0.108 0.034 -0.090 0.11
H -1.103800 2.696000 -1.376900 0.011 -0.042 -0.190 0.11
N -0.502100 -2.395800 2.844300 0.137 0.412 -0.099 0.09
H -2.174400 0.834100 -0.144100 -0.017 -0.134 -0.117 0.12
C 1.304500 -4.113700 4.220700 0.035 0.010 0.088 -0.02
C 0.093600 -0.214300 -3.890700 0.020 -0.256 -0.348 -0.50
C -1.221500 -1.375700 4.899400 -0.048 -0.150 0.075 -0.05
```
Forces are in eV/Å.

[2]
The following is a quantum chemistry calculation of a molecular structure, C27H31BrIrN4O3S in a non-equilibrium geometry, from OMol25.

F_max: 1.37 eV/Å
E_LUMO (alpha / beta): -7.77 / -8.49 eV
spin multiplicity: 2
total charge: +2
HOMO energy (alpha / beta): -13.960 / -13.969 eV
energy relative to the best compared isomer or geometry (same formula, charge and spin): 1.039 eV
Kohn-Sham gap (alpha / beta): 6.1883 / 5.4769 eV

```
68
Properties=species:S:1:pos:R:3:forces:R:3:lowdin_charge:R:1
H 0.000440 -5.302309 -4.656788 0.001 -0.005 -0.002 0.11
H -3.439367 4.784209 -0.748484 0.012 0.039 0.000 0.14
C -1.954549 2.184538 -0.944485 0.034 -0.084 -0.189 -0.20
Br 0.285126 0.764518 8.987059 -0.001 0.001 -0.002 0.87
C 1.435858 2.320708 -0.711635 -0.048 0.139 -0.027 -0.02
C 2.932101 0.498308 -1.568741 0.039 0.090 -0.038 -0.01
C -0.939417 -4.955689 -5.064181 -0.013 0.022 0.053 -0.07
N -2.139977 -4.028074 -6.919883 -0.003 -0.025 0.080 0.08
N -1.074995 -1.771229 -0.471784 0.328 0.201 -0.040 -0.12
C -0.086147 1.709315 6.351591 0.005 -0.023 0.035 -0.09
C -1.013779 -4.458046 -6.358600 0.035 0.019 -0.046 -0.12
H 3.473534 0.495498 -0.624499 -0.009 0.000 0.015 0.10
C -0.283569 -2.850397 -0.350236 -0.040 -0.013 0.071 -0.08
O -0.483944 1.143196 2.184453 0.204 -0.173 0.363 -0.13
H -0.460235 5.432690 -1.060088 -0.003 -0.011 -0.009 0.12
C 0.038279 -0.845164 5.215251 0.011 0.023 -0.001 0.02
O -0.195733 -1.001377 2.384132 0.424 0.292 -0.087 -0.10
C -1.751062 5.849559 -2.745606 0.001 0.020 -0.007 -0.18
C -0.277802 0.140737 3.005353 0.217 0.140 -0.270 -0.49
H 2.148644 2.380648 0.109914 -0.007 -0.015 0.018 0.10
H -0.335027 1.078402 -2.560539 -0.054 0.039 0.029 0.05
C -3.298456 -4.589121 -4.899063 0.031 -0.063 0.022 -0.08
H -0.461097 4.255008 -3.432443 -0.006 0.004 0.002 0.12
H 3.431108 1.192233 -2.247136 -0.013 -0.003 0.012 0.11
C -2.505719 -2.992119 -1.920753 0.004 0.065 -0.121 -0.03
H -4.238355 -4.662303 -4.368592 0.000 0.003 0.006 0.11
N -1.781918 1.126616 -0.468072 0.431 0.035 -0.061 0.05
H 1.697786 3.086518 -1.442894 0.038 -0.017 0.016 0.10
H 0.803627 -0.163402 -3.081717 0.011 -0.006 0.006 0.10
H -0.367598 2.438525 4.364524 -0.004 -0.007 -0.011 0.13
C -1.512008 4.550155 -3.509308 0.021 -0.020 -0.041 -0.16
C -2.168115 -1.839836 -1.254004 -0.042 0.011 0.076 -0.09
H 2.971537 -0.497051 -2.007783 -0.025 -0.007 0.004 0.10
Ir -0.555364 -0.082339 0.591891 -1.295 -0.134 -0.441 1.65
O 0.983186 -0.075954 -0.444123 -0.198 -0.387 0.133 -0.25
H -3.446455 3.645729 -3.116320 0.011 0.014 -0.039 0.14
H 0.584431 -2.743220 0.286577 0.024 -0.010 -0.025 0.13
H 0.085596 -1.825579 4.761493 -0.001 0.003 -0.007 0.13
S -2.067486 -5.635207 -2.645338 0.174 0.055 0.001 1.05
H -2.131686 4.300315 0.344678 0.001 0.031 0.005 0.13
H -1.747785 6.571185 -0.700667 0.010 0.005 -0.010 0.13
C -0.559221 -4.028750 -1.004902 -0.025 -0.078 0.112 -0.03
C 1.489698 0.955029 -1.370193 0.162 0.001 0.399 -0.62
C -2.385112 3.430532 -2.974376 -0.031 -0.056 0.105 -0.09
H 0.315786 -1.564613 7.212498 0.002 -0.001 -0.001 0.12
H 1.149373 1.537183 -3.396627 0.017 -0.012 0.013 0.11
C -0.154349 0.291194 4.414512 -0.045 -0.048 0.059 -0.15
H -0.120929 -4.406695 -6.971107 -0.008 0.000 -0.005 0.12
C -2.107755 -5.002811 -4.319809 -0.192 0.023 -0.023 -0.52
C -0.219231 1.569185 4.989994 -0.003 -0.007 -0.002 0.02
C -2.375979 4.543150 -0.688109 -0.011 -0.111 -0.050 -0.09
N -2.176181 3.306002 -1.502660 -0.132 0.084 0.113 -0.03
H -2.778988 -0.950161 -1.306821 -0.012 -0.031 -0.031 0.10
H -1.733761 4.674079 -4.569784 0.001 0.012 0.003 0.13
H 0.106164 -4.872813 -0.889047 0.005 0.007 -0.007 0.13
C -1.688000 -4.117685 -1.818132 0.004 -0.022 -0.011 -0.47
H -2.774861 6.195503 -2.916423 -0.003 -0.016 0.004 0.13
H -1.091908 6.627844 -3.127521 -0.005 0.005 0.003 0.12
C -1.513271 5.658837 -1.250152 0.005 0.027 0.049 -0.16
H 0.447021 2.562441 -0.317876 0.023 -0.029 -0.056 0.05
H -0.128521 2.683665 6.816270 -0.001 0.003 -0.003 0.12
C 0.167541 -0.703321 6.577393 0.000 0.012 0.026 -0.08
H -4.166209 -3.777297 -6.687593 0.008 0.002 -0.003 0.12
H -3.403982 -3.013130 -2.521228 0.011 0.010 -0.013 0.12
C 0.719674 0.843415 -2.673220 -0.049 -0.052 -0.053 -0.01
C 0.106017 0.572570 7.138934 -0.003 0.001 -0.024 -0.66
C -3.255502 -4.107225 -6.200895 -0.030 0.019 -0.059 -0.12
H -2.162271 2.466091 -3.427425 0.007 0.009 -0.020 0.13
```
Forces are in eV/Å.

[3]
The following is a quantum chemistry calculation of a molecular structure, C20H30B2F8K3O15 in a non-equilibrium geometry, from OMol25.

F_max: 8.34 eV/Å
E_LUMO: -4.97 eV
total charge: +1
HOMO energy: -12.492 eV
energy relative to the best compared isomer or geometry (same formula, charge and spin): 4.290 eV
Kohn-Sham gap: 7.5203 eV

```
78
Properties=species:S:1:pos:R:3:forces:R:3:lowdin_charge:R:1
H -2.297437 -1.338119 2.172666 -0.371 0.113 -0.022 0.10
O 1.293683 6.045441 1.788386 -3.143 -2.042 -1.163 0.12
H -2.548577 -4.540039 0.466426 0.131 0.150 0.053 0.14
C 0.406143 5.373791 1.223676 3.117 6.540 4.133 -0.58
H 0.886093 -2.564249 2.237096 0.451 0.054 0.528 0.14
K -1.290017 -1.996089 -4.426864 -0.265 -0.311 0.159 1.02
C -2.529637 5.274081 -0.554174 0.501 -0.633 0.126 0.00
H 3.149003 2.463641 -3.174794 0.376 0.722 -0.034 0.13
C 0.721273 0.657781 3.382996 2.191 -0.807 0.010 -0.32
C -2.894207 -3.798619 1.186796 0.115 1.154 0.045 -0.10
H 1.472333 -5.196259 0.965476 0.190 -0.360 0.222 0.13
H 4.385563 -0.486799 -1.370864 0.121 0.328 -0.037 0.11
H 2.398833 0.158361 2.107326 0.238 0.312 0.045 0.09
O -6.280797 -3.621149 1.811906 3.728 0.045 -0.020 0.14
H 3.861193 1.996231 -1.633644 0.430 -0.033 0.020 0.14
H -2.112187 3.950261 1.122996 -0.154 0.195 0.138 0.15
O -0.352877 1.538231 3.381276 -0.960 -0.350 -2.450 0.09
H -3.311207 -2.593999 -0.508294 -0.244 0.738 -0.187 0.14
H 1.496443 -1.821929 -0.172934 0.119 0.050 0.492 0.07
K -4.495997 1.371551 -2.346154 -0.299 -0.741 0.121 0.98
B -0.846537 0.419961 -2.337744 0.743 -1.365 2.458 -1.49
H -2.959977 4.455941 -1.131714 -0.122 -0.196 -0.210 0.05
O 2.849873 -4.890599 2.553246 -3.235 -0.575 -0.102 0.09
C 3.604943 -0.541569 -2.129634 -0.505 -0.616 0.917 -0.02
B -4.550817 -1.659429 -4.068844 -1.079 -1.835 0.690 -1.39
C -1.544267 4.605991 0.463006 -1.865 1.369 0.060 -0.25
C -5.085117 -3.429589 1.599366 -3.835 -0.409 0.092 -0.49
F -0.430287 1.024511 -1.178284 0.442 0.540 -0.097 0.18
H -2.143597 -3.518189 1.925746 0.213 -0.734 0.171 0.12
O 2.921813 -2.925339 1.726626 -0.983 4.250 -1.262 0.10
H 1.583153 -3.542719 -0.511294 0.460 0.036 -0.060 0.10
H -2.542667 -0.329589 0.684506 -0.715 0.051 0.260 0.08
H 2.651463 -0.406249 -1.619064 -0.140 0.110 0.045 0.07
O 0.459323 1.868451 5.345916 1.284 0.241 0.622 0.09
C -0.358957 3.842121 -0.075654 -2.593 -2.333 -1.661 -0.16
F -1.097207 -0.916249 -2.037114 -0.291 -1.027 -0.111 0.08
C 1.497103 -3.173609 1.571166 1.340 0.190 -0.020 -0.30
F 0.027003 0.449531 -3.385784 1.602 0.437 -1.734 0.11
H 0.943283 0.668701 1.257806 -0.068 -0.121 -0.111 0.06
C -3.348997 -2.439909 0.570096 1.406 -0.213 0.240 -0.31
F -3.772577 -2.784349 -4.380594 0.291 -1.071 0.151 0.05
H 0.103603 -2.863099 -0.097794 -0.262 0.099 0.568 0.07
H 0.411483 -0.387229 3.374626 -0.586 0.049 0.179 0.13
C 3.952393 1.888521 -2.714474 -1.253 -0.846 -0.411 -0.11
C 1.570713 0.866841 2.126816 -0.781 0.098 0.328 0.00
H 2.938903 0.378091 -3.907224 0.171 0.089 -0.431 0.14
H -0.324127 2.831091 0.330186 -0.285 -0.184 -0.401 0.12
O 6.880033 1.202931 -4.511604 -3.218 0.317 2.496 0.15
C 1.159353 -2.801449 0.166206 -0.352 -0.644 -1.560 -0.02
C 5.823493 1.185301 -3.878324 1.752 0.004 -2.133 -0.50
H 1.843113 1.920471 2.065336 0.540 -0.098 0.023 0.09
O 4.749433 -3.742869 2.825936 -3.743 0.739 -1.283 0.11
H -1.448417 -1.572259 0.653606 0.307 -0.210 0.178 0.05
H 3.640573 -1.576099 -2.471064 -0.081 0.083 -0.391 0.09
C -0.362937 2.320691 4.421496 -3.793 3.446 2.082 -0.58
H 0.614033 -4.869709 2.487296 0.637 -0.588 0.558 0.13
O -1.172437 3.254881 4.572276 2.666 -2.680 -0.630 0.11
H -3.376887 5.817901 -0.136404 0.241 -0.174 0.559 0.09
F -4.937897 -1.615459 -2.717264 -0.029 0.016 0.302 0.10
F -1.987037 0.994271 -2.790544 -2.507 1.767 -1.030 0.04
C 1.506383 -4.642839 1.903916 0.556 -0.525 -0.050 -0.03
C -2.418657 -1.333959 1.089436 0.509 -0.341 -1.155 -0.01
H 2.390763 1.471181 4.678676 -0.101 0.096 -0.244 0.14
C 3.781763 0.474541 -3.222844 -1.112 -1.600 1.608 -0.36
O 0.694463 4.491931 0.379626 4.367 -1.478 -1.402 0.13
O 4.981573 0.154241 -3.826184 1.058 -1.363 -1.590 0.10
H -0.311257 3.834591 -1.164584 -0.184 -0.292 -0.185 0.14
O 5.201913 2.176481 -3.214924 2.366 2.817 -0.002 0.09
C 1.419963 0.979221 4.738906 -0.638 -0.247 0.093 -0.03
K -1.231417 2.369681 -5.196484 0.170 -0.144 0.201 0.99
O -0.910417 5.622551 1.267756 -0.339 -0.670 0.057 0.12
H 1.505853 0.110211 5.391236 0.029 0.044 -0.120 0.14
O -4.046197 -4.282489 1.817546 -1.335 0.051 0.290 0.08
F -3.655907 -0.644139 -4.217874 1.821 3.234 -0.648 0.06
H -2.080127 5.963311 -1.269014 0.485 -0.085 0.138 0.09
O -4.672227 -2.284119 1.010016 0.080 -0.256 0.035 0.09
C 3.570513 -3.775829 2.425086 4.791 -2.730 1.949 -0.60
F -5.618917 -1.567329 -4.890434 -0.564 0.350 -0.494 0.20
```
Forces are in eV/Å.

[4]
The following is a quantum chemistry calculation of a gas-phase ion, C4H6N3O (charge +1) in a non-equilibrium geometry, from OMol25.

F_max: 3.34 eV/Å
E_LUMO: -4.21 eV
total charge: +1
HOMO energy: -12.970 eV
energy relative to the best compared isomer or geometry (same formula, charge and spin): 4.705 eV
Kohn-Sham gap: 8.7556 eV

```
14
Properties=species:S:1:pos:R:3:forces:R:3:lowdin_charge:R:1
H -0.910651 -1.912487 -0.306019 0.599 -0.789 1.133 0.15
N -0.590180 0.362209 1.234654 -2.347 -0.571 2.311 -0.02
C 0.073835 -0.528263 -1.329763 0.172 0.867 0.328 -0.03
H 1.058237 -2.216592 -0.201014 -2.416 1.069 -0.451 0.18
H -0.327511 1.636198 -1.755739 0.036 0.488 -2.134 0.12
H 0.292185 -1.079643 -2.214460 -0.101 0.526 -1.104 0.12
C -0.266319 0.762162 -1.192012 0.676 -1.724 1.417 0.02
H 0.147784 -1.476965 1.884743 -1.087 1.355 -0.599 0.20
H 1.265294 -0.414276 1.470874 -1.430 -1.090 -1.936 0.23
N -0.451837 1.201338 0.160444 0.824 -0.579 -0.503 -0.11
O -0.355455 3.503714 0.827009 -0.019 0.481 0.162 0.36
C 0.106752 -1.507364 -0.187622 2.371 0.398 0.207 -0.10
C -0.310248 2.424647 0.485381 0.064 -0.186 0.090 -0.08
N 0.268114 -0.754677 1.123522 2.658 -0.246 1.079 -0.04
```
Forces are in eV/Å.